[1]
Below is C4H9NO2 in the gas phase, with properties calculated with ωB97M-V with the def2-TZVPD basis set.

Geometry as XYZ:
```
16
Properties=species:S:1:pos:R:3:nbo_charge:R:1
C -2.0175 0.9192 0.8541 -0.61
C -1.7946 -0.4270 0.1722 -0.22
N -0.4920 -0.4799 -0.4690 -0.71
C 0.5445 -0.9582 0.1493 0.87
O 0.9891 -1.4352 1.1481 -0.59
O 1.5327 -0.6564 -1.1037 -0.61
C 2.6348 0.1786 -0.7543 -0.26
H -1.8610 1.7334 0.1388 0.21
H -3.0337 0.9992 1.2547 0.21
H -1.3092 1.0496 1.6792 0.21
H -1.8802 -1.2421 0.9025 0.20
H -2.5576 -0.5983 -0.5946 0.20
H 0.5004 -0.2065 -1.3922 0.53
H 3.3579 0.1523 -1.5712 0.20
H 2.3069 1.2081 -0.5686 0.18
H 3.0795 -0.2367 0.1545 0.21
```

## Properties
energy relative to the best compared isomer or geometry (same formula, charge and spin): 65.8 kcal per mole
total charge: 0
HOMO-LUMO gap: 10.47 eV

---

[2]
Below is 4 unconnected molecules or ions with the total composition C21H47N2O7P2 in a non-equilibrium geometry, with properties calculated with ωB97M-V with the def2-TZVPD basis set.

Geometry as XYZ:
```
79
Properties=species:S:1:pos:R:3:lowdin_charge:R:1
C -4.1082 0.8004 -0.7286 -0.06
C -4.6388 2.1554 -0.1143 -0.22
O -4.2678 2.2989 1.2704 -0.18
C -3.3862 3.4046 1.4679 -0.20
C -2.6703 3.1006 2.8524 -0.06
C -2.0769 1.6591 2.6785 -0.17
C -2.7863 0.5889 3.3158 0.06
C -2.1846 -0.7424 3.0570 -0.23
P -2.9166 -2.3467 3.7111 0.87
O -4.2982 -1.9422 4.5792 -0.26
O -3.5580 -3.0931 2.3522 -0.29
C -0.9856 -0.6391 2.2209 -0.37
P -0.1360 -2.2997 1.8375 0.90
C -0.2496 -2.4978 -0.0073 -0.25
O 1.4656 -2.0247 2.2270 -0.31
N -0.3901 0.4136 1.7081 0.11
N -0.9655 1.5785 1.9387 0.11
H -3.3678 0.9920 -1.5467 0.08
H -4.9226 0.1829 -1.1703 0.07
H -3.5852 0.1624 0.0210 0.06
H -4.2652 3.0133 -0.7228 0.12
H -5.7536 2.0937 -0.1593 0.13
H -3.9215 4.3808 1.4754 0.14
H -2.5605 3.4128 0.7032 0.12
H -3.4374 3.1305 3.6506 0.13
H -1.8030 3.7776 3.0204 0.13
H -3.7021 0.7176 3.9172 0.12
H -4.2956 -0.9971 4.8056 0.04
H -2.8434 -3.5945 1.9185 0.03
H 0.6174 -2.0129 -0.5372 0.05
H -0.2475 -3.5585 -0.3445 0.05
H -1.1531 -1.9499 -0.3801 0.05
H 2.0299 -1.9565 1.4367 0.06
H -0.5463 2.4172 1.5291 0.19
C -4.3848 -4.1168 -1.4670 -0.07
C -4.0167 -3.0371 -2.4705 -0.27
O -2.6252 -2.9576 -2.7382 -0.18
C -2.0192 -4.1235 -3.2788 -0.29
C -2.6111 -4.5581 -4.6077 -0.07
H -3.8558 -3.9573 -0.5233 0.06
H -5.4587 -4.1056 -1.2733 0.08
H -4.1214 -5.1130 -1.8243 0.07
H -4.3073 -2.0654 -2.0655 0.10
H -4.5756 -3.1625 -3.4031 0.11
H -2.0523 -4.9400 -2.5486 0.11
H -0.9639 -3.8817 -3.4233 0.12
H -3.6666 -4.8194 -4.5199 0.07
H -2.0809 -5.4315 -4.9904 0.08
H -2.5331 -3.7528 -5.3409 0.09
C 4.2807 0.4803 -2.7351 -0.07
C 2.8342 0.0508 -2.8949 -0.27
O 2.0689 0.1721 -1.7008 -0.18
C 1.9639 1.4777 -1.1529 -0.29
C 1.3186 2.4808 -2.0946 -0.07
H 4.7662 -0.1008 -1.9475 0.07
H 4.8270 0.3328 -3.6681 0.08
H 4.3652 1.5331 -2.4623 0.07
H 2.8074 -1.0043 -3.1723 0.12
H 2.3501 0.5958 -3.7114 0.11
H 2.9462 1.8282 -0.8173 0.10
H 1.3461 1.3873 -0.2546 0.09
H 1.8985 2.6165 -3.0077 0.07
H 1.2284 3.4544 -1.6078 0.08
H 0.3216 2.1422 -2.3878 0.08
C 7.6033 3.2066 2.0796 -0.08
C 6.3344 3.3231 1.2527 -0.28
O 6.0437 2.1631 0.4877 -0.17
C 5.8485 0.9615 1.2177 -0.28
C 4.6982 1.0338 2.2068 -0.08
H 8.4587 2.9886 1.4363 0.09
H 7.7944 4.1384 2.6148 0.08
H 7.5378 2.4059 2.8179 0.07
H 6.4527 4.1395 0.5384 0.12
H 5.4782 3.5859 1.8838 0.10
H 6.7779 0.6662 1.7152 0.11
H 5.6320 0.1834 0.4824 0.11
H 4.8636 1.7934 2.9724 0.07
H 4.5690 0.0739 2.7106 0.08
H 3.7678 1.2860 1.6906 0.06
```

## Properties
total charge: +1
HOMO-LUMO gap: 6.56 eV

---

[3]
Below is a molecular structure, C46H40BiBrF3N3OSSi2, with properties calculated with ωB97M-V with the def2-TZVPD basis set.

Geometry as XYZ:
```
98
Properties=species:S:1:pos:R:3:lowdin_charge:R:1
Bi -0.4151 -0.1956 0.4310 1.35
Br 2.5176 2.1094 -7.1245 0.61
C 1.4514 1.9622 -5.5417 -0.73
C 1.3349 3.0750 -4.6821 -0.17
C 0.5864 2.9750 -3.5516 -0.02
C -0.1153 1.7613 -3.1522 -0.42
O -0.7833 1.7297 -2.1089 -0.08
C 0.0359 0.6416 -4.0762 -0.14
C -0.5587 -0.6528 -3.8919 -0.11
N -1.1941 -1.0816 -2.8600 0.11
C -1.5950 -2.4175 -2.7950 -0.22
C -1.2363 -3.4225 -3.6744 -0.05
C -1.5449 -4.7732 -3.4343 -0.11
C -2.1915 -5.1572 -2.2941 -0.07
C -2.6087 -4.1699 -1.3712 -0.17
C -3.2494 -4.4999 -0.1527 -0.03
C -3.6492 -3.5089 0.6898 -0.06
C -3.4354 -2.1692 0.2942 -0.16
N -2.8271 -1.8263 -0.8097 0.09
C -2.3695 -2.8004 -1.6389 -0.18
C 0.8107 0.7939 -5.2460 -0.14
H 1.8532 3.9959 -4.9215 0.09
H 0.4949 3.8161 -2.8744 0.11
H -0.4047 -1.3054 -4.7663 0.10
H -0.6415 -3.1893 -4.5471 0.09
H -1.2198 -5.5202 -4.1499 0.09
H -2.3826 -6.2020 -2.0770 0.10
H -3.3921 -5.5445 0.1009 0.11
H -4.1095 -3.7255 1.6449 0.10
H -3.7670 -1.3517 0.9297 0.10
H 0.9028 -0.0536 -5.9180 0.09
C -2.5089 -0.8826 3.5178 -0.26
Si -0.7521 -1.1956 2.8928 0.40
C 0.4637 -0.7737 4.2678 -0.23
C -0.6922 -3.0940 2.6019 -0.31
C -1.3849 -3.9543 3.4591 -0.12
C -1.4481 -5.3218 3.2251 -0.11
C -0.8097 -5.8587 2.1139 -0.12
C -0.1022 -5.0229 1.2604 -0.12
C -0.0269 -3.6461 1.4870 -0.31
Si 0.9642 -2.4870 0.3544 0.42
C 2.6724 -2.2899 1.1485 -0.22
C 1.2867 -3.4216 -1.2552 -0.22
H -2.5220 -0.7942 4.6076 0.02
H -3.1755 -1.6993 3.2273 0.00
H -2.8740 0.0608 3.1101 -0.03
H 0.1768 -1.2911 5.1893 0.02
H 0.4383 0.3030 4.4450 0.00
H 1.4808 -1.0754 4.0074 0.00
H -1.9092 -3.5438 4.3177 0.09
H -2.0036 -5.9655 3.8991 0.09
H -0.8662 -6.9235 1.9128 0.09
H 0.3872 -5.4500 0.3900 0.09
H 3.1194 -3.2706 1.3426 0.02
H 2.6056 -1.7456 2.0928 0.00
H 3.3358 -1.7248 0.4899 0.02
H 2.0513 -4.1905 -1.0989 0.02
H 1.6457 -2.7456 -2.0354 0.02
H 0.3847 -3.9086 -1.6265 0.00
F -3.2450 6.5940 2.2837 0.07
C -2.7174 5.4397 2.8016 -0.60
F -1.4441 5.7533 3.1053 0.10
F -3.3663 5.2645 3.9698 0.10
C -2.8632 4.2965 1.8453 -0.16
C -3.4161 4.5474 0.6022 -0.05
C -3.5639 3.5217 -0.3165 -0.09
C -3.1495 2.2599 0.0822 -0.19
N -2.6342 1.9895 1.2712 -0.02
C -2.4284 2.9773 2.1844 -0.76
S -1.6525 2.5808 3.6571 0.53
H -3.7228 5.5536 0.3483 0.10
H -3.9499 3.6930 -1.3115 0.09
H -3.2036 1.4195 -0.6068 0.09
C 5.5239 3.0930 -2.2590 -0.12
C 4.6992 2.3376 -3.0822 -0.09
C 3.6611 1.6010 -2.5344 -0.04
C 3.4096 1.6112 -1.1597 -0.19
C 4.2525 2.3680 -0.3420 -0.02
C 5.2966 3.0994 -0.8884 -0.10
C 2.2725 0.8074 -0.6618 -0.14
C 1.5226 0.9941 0.4267 -0.38
C 1.6271 2.1528 1.3333 -0.30
C 2.1739 2.0394 2.6096 -0.08
C 2.2303 3.1383 3.4515 -0.10
C 1.7162 4.3605 3.0414 -0.11
C 1.1494 4.4753 1.7808 -0.09
C 1.1086 3.3826 0.9290 -0.03
H 6.3367 3.6725 -2.6812 0.09
H 4.8524 2.3288 -4.1553 0.09
H 3.0080 1.0266 -3.1834 0.10
H 4.0842 2.3863 0.7259 0.10
H 5.9363 3.6831 -0.2366 0.09
H 2.0067 -0.0091 -1.3347 0.08
H 2.5475 1.0769 2.9403 0.10
H 2.6427 3.0314 4.4482 0.09
H 1.7156 5.2060 3.7179 0.09
H 0.7084 5.4142 1.4695 0.10
H 0.6402 3.4521 -0.0468 0.12
```

## Properties
energy relative to the best compared isomer or geometry (same formula, charge and spin): 4.9 kcal per mole
total charge: -2
HOMO-LUMO gap: 5.62 eV

---

[4]
Below is 2 unconnected molecules or ions with the total composition C4H10N2O2 in a non-equilibrium geometry, with properties calculated with ωB97M-V with the def2-TZVPD basis set.

Geometry as XYZ:
```
18
Properties=species:S:1:pos:R:3:nbo_charge:R:1
C 2.6758 3.1146 -4.2424 -0.72
C 1.5904 2.2195 -4.7198 0.66
N 0.6050 1.9597 -3.8570 -0.83
O 1.7627 1.7073 -5.7993 -0.61
H 2.8000 3.1333 -3.1466 0.21
H 2.4322 4.1339 -4.5864 0.23
H 3.6317 2.8081 -4.6997 0.25
H 0.3854 2.5883 -3.0803 0.40
H 0.1050 1.0724 -3.9539 0.41
C -2.7075 -2.0091 3.8467 -0.71
C -1.3342 -2.6368 3.9015 0.65
N -0.8684 -3.1904 4.9813 -0.81
O -0.5777 -2.5305 2.9985 -0.63
H -2.6823 -0.9135 3.9719 0.24
H -3.2863 -2.4450 4.6784 0.20
H -3.2218 -2.2432 2.8995 0.24
H -1.3785 -3.1701 5.8679 0.39
H 0.0687 -3.5985 4.9396 0.41
```

## Properties
energy relative to the best compared isomer or geometry (same formula, charge and spin): 25.8 kcal per mole
structure (SMILES): CC(N)=O.CC(N)=O
total charge: 0
HOMO-LUMO gap: 10.41 eV

---

[5]
Below is C2H5OPS in the gas phase in a non-equilibrium geometry, with properties calculated with ωB97M-V with the def2-TZVPD basis set.

Geometry as XYZ:
```
10
Properties=species:S:1:pos:R:3:nbo_charge:R:1
C -1.1069 0.3062 0.3240 -0.27
C 1.6517 0.0374 0.3274 -0.80
O -0.7862 1.4613 0.5949 -0.33
P -2.8019 -0.2994 0.0969 0.39
S 0.1623 -0.9310 0.1828 0.31
H 2.3222 0.1315 -0.5738 0.23
H 2.3920 -0.5371 0.9175 0.23
H 1.2694 0.9271 0.9310 0.26
H -2.6018 -1.3579 -0.8892 0.00
H -3.4642 0.5525 -0.7836 -0.03
```

## Properties
multiplicity: 3
energy relative to the best compared isomer or geometry (same formula, charge and spin): 42.9 kcal per mole
total charge: 0
HOMO-LUMO gap (alpha / beta): 6.64 / 6.22 eV

---

[6]
Below is a molecular structure, C49H66BaFN6O3PS5 in a non-equilibrium geometry, with properties calculated with ωB97M-V with the def2-TZVPD basis set.

Geometry as XYZ:
```
132
Properties=species:S:1:pos:R:3:lowdin_charge:R:1
Ba 0.6746 0.5573 0.1251 1.62
C -0.5827 2.9494 4.4262 -0.04
C 0.8640 2.9950 3.9946 -0.27
C 1.6945 1.8898 4.1376 -0.01
C 3.0169 1.9090 3.6937 -0.26
C 3.8879 0.6879 3.8729 -0.04
C 3.4999 3.0632 3.0891 -0.01
C 2.7000 4.1972 2.9537 -0.26
C 3.2324 5.4522 2.3064 -0.04
C 1.3925 4.1513 3.4237 -0.05
H -1.2465 3.0642 3.5618 0.07
H -0.8113 3.7539 5.1288 0.08
H -0.8225 1.9979 4.9044 0.07
H 1.3114 0.9844 4.6058 0.12
H 4.0184 0.4585 4.9323 0.08
H 4.8753 0.8380 3.4325 0.07
H 3.4329 -0.1914 3.4065 0.07
H 4.5256 3.0849 2.7344 0.10
H 3.3429 6.2554 3.0378 0.08
H 2.5538 5.8087 1.5277 0.08
H 4.2065 5.2807 1.8496 0.05
H 0.7600 5.0319 3.3224 0.12
C -2.3692 -6.2532 0.7687 -0.06
C -2.5406 -5.5036 2.0841 -0.19
N -2.2683 -4.0680 1.9582 -0.03
C -0.9991 -3.6253 2.1694 0.04
C -0.5852 -2.3556 1.9913 -0.03
C 0.8862 -2.0427 2.1457 -0.61
O 1.5129 -2.6117 3.0323 0.05
O 1.3144 -1.1960 1.2721 -0.49
C -1.5480 -1.3391 1.6614 -0.34
O -1.2775 -0.1385 1.5168 -0.20
C -2.9309 -1.8075 1.4825 -0.04
C -3.9063 -0.8905 1.1109 0.09
C -5.1460 -1.3279 0.7580 -0.19
F -6.0927 -0.4261 0.4098 0.06
C -5.4539 -2.6863 0.7110 -0.15
C -4.5091 -3.5948 1.1383 0.05
C -3.2429 -3.1711 1.5578 -0.12
N -6.6696 -3.1800 0.1563 -0.11
C -7.5541 -3.9666 1.0015 -0.12
C -8.1480 -5.0957 0.1291 -0.07
N -7.9244 -4.7016 -1.3072 0.05
C -8.4000 -3.2923 -1.5387 -0.06
C -7.4331 -2.3545 -0.7767 -0.12
H -2.5936 -7.3138 0.9012 0.08
H -1.3427 -6.1620 0.4084 0.09
H -3.0235 -5.8484 -0.0071 0.07
H -1.8577 -5.8918 2.8347 0.12
H -3.5437 -5.6286 2.4881 0.11
H -0.2814 -4.3796 2.4705 0.15
H -3.6501 0.1653 1.0468 0.13
H -4.7336 -4.6519 1.0492 0.11
H -8.3550 -3.3497 1.4229 0.13
H -6.9997 -4.3950 1.8278 0.13
H -9.2169 -5.2198 0.2731 0.13
H -7.6515 -6.0504 0.2813 0.13
H -8.3385 -5.3648 -1.9534 0.18
H -6.9109 -4.6840 -1.4361 0.18
H -9.4175 -3.2410 -1.1635 0.13
H -8.4075 -3.1006 -2.6070 0.14
H -8.0128 -1.5734 -0.2873 0.13
H -6.7477 -1.8787 -1.4712 0.14
S -0.1744 -1.1683 -7.5469 0.42
C -0.1424 -0.7414 -5.9406 -1.55
S 0.3898 0.7735 -5.3373 0.85
C -0.0005 0.5830 -3.6325 -1.20
C -0.5683 -0.6044 -3.3227 -1.19
S -1.1058 -1.1891 -1.7533 0.36
S -0.7937 -1.7006 -4.6782 0.84
S 0.3557 1.9288 -2.5704 0.33
C 5.9050 0.1873 -3.5642 -0.09
C 4.5394 0.3538 -2.8977 -0.69
C 3.5204 -0.5979 -3.5411 -0.09
C 4.0769 1.7938 -3.1413 -0.12
P 4.4643 0.1188 -1.0275 1.14
C 5.8366 1.2203 -0.4834 -0.36
C 7.2031 0.9395 -0.5708 -0.10
C 8.1575 1.8613 -0.1608 -0.08
C 7.7655 3.0997 0.3332 -0.09
C 6.4147 3.4020 0.4196 -0.09
C 5.4640 2.4659 0.0249 -0.12
C 4.9872 -1.6305 -0.5538 -0.69
C 5.4574 -1.5633 0.9038 -0.10
C 6.0336 -2.3518 -1.3989 -0.10
C 3.6988 -2.4733 -0.5745 -0.10
H 5.7954 0.4278 -4.6291 0.09
H 6.2974 -0.8265 -3.4971 0.06
H 6.6454 0.8767 -3.1513 0.07
H 3.3762 -0.3223 -4.5924 0.09
H 2.5382 -0.5407 -3.0608 0.07
H 3.8610 -1.6361 -3.5146 0.07
H 4.0432 1.9722 -4.2220 0.09
H 4.7725 2.5168 -2.7037 0.07
H 3.0735 1.9764 -2.7525 0.01
H 7.5372 -0.0115 -0.9666 0.09
H 9.2101 1.6136 -0.2361 0.10
H 8.5091 3.8234 0.6468 0.10
H 6.1015 4.3682 0.7978 0.09
H 4.4086 2.7060 0.1034 0.09
H 6.4263 -1.0720 1.0085 0.07
H 5.5431 -2.5828 1.2989 0.09
H 4.7335 -1.0313 1.5280 0.06
H 6.9960 -1.8371 -1.4482 0.06
H 5.6805 -2.5185 -2.4163 0.07
H 6.2136 -3.3377 -0.9515 0.08
H 2.9562 -2.0833 0.1183 0.04
H 3.9409 -3.4992 -0.2677 0.09
H 3.2494 -2.5211 -1.5677 0.07
C -4.8231 2.4758 -1.7841 -0.17
C -3.7958 1.3678 -1.8675 -0.20
N -2.9130 1.4847 -0.7176 0.04
C -2.3202 2.7005 -0.4207 -0.40
N -1.1697 2.6980 0.1529 -0.07
C -0.5250 3.9713 0.4407 -0.25
C -1.5114 5.1054 0.6432 -0.16
C -2.4082 5.1249 -0.5767 -0.17
N -3.0633 3.8330 -0.7281 -0.04
C -4.0914 3.8010 -1.7624 -0.17
H -5.4113 2.3617 -0.8684 0.11
H -5.4982 2.4491 -2.6408 0.11
H -3.2371 1.4344 -2.8069 0.12
H -4.2519 0.3778 -1.8398 0.10
H -2.2404 0.7163 -0.6755 0.00
H 0.1550 4.2293 -0.3848 0.11
H 0.0902 3.8432 1.3280 0.07
H -1.0026 6.0657 0.7591 0.11
H -2.1141 4.9230 1.5383 0.12
H -1.8089 5.3569 -1.4657 0.13
H -3.1862 5.8849 -0.4956 0.12
H -3.6442 3.9802 -2.7481 0.13
H -4.7801 4.6240 -1.5670 0.12
```

## Properties
energy relative to the best compared isomer or geometry (same formula, charge and spin): 18.4 kcal per mole
total charge: 0
HOMO-LUMO gap: 3.30 eV